C6H12O in the gas phase, computed with ωB97M-V/def2-TZVPD.

Computed properties:
- Energy above the lowest of the compared OMol25 structures with the same formula, charge and spin: 43.9 kJ/mol
- SMILES: C[C@@H]1OCC[C@@H]1C
- HOMO-LUMO gap: 10.59 eV

ORCA input file:
```
! RIJCOSX wB97M-V def2-TZVPD def2/J DEFGRID3
* xyz 0 1
C -1.75 -0.42 0.75
C -0.95 -0.17 -0.53
O -0.51 -1.42 -1.09
C 0.89 -1.54 -0.97
C 1.36 -0.44 -0.04
C 0.35 0.66 -0.35
C 0.30 1.83 0.65
H -1.13 -0.93 1.50
H -2.09 0.53 1.18
H -2.64 -1.05 0.59
H -1.61 0.34 -1.25
H 1.23 -2.52 -0.61
H 1.36 -1.38 -1.96
H 1.30 -0.72 1.03
H 2.41 -0.23 -0.28
H 0.59 1.06 -1.34
H 1.23 2.41 0.62
H -0.52 2.52 0.42
H 0.17 1.48 1.68
*
```